No. 1
9
Properties=species:S:1:pos:R:3:lowdin_charge:R:1 method="wB97M-V/def2-TZVPD" total_charge=-1 relative_energy_kj_mol=187.2 lumo_ev=4.12 homo_lumo_gap_ev=7.52 e_homo_ev=-3.40
O -1.092 -0.281 0.177 -0.23
C -0.346 0.053 1.155 -0.67
N -0.614 0.100 2.424 -0.05
C 0.746 -0.165 -1.820 -0.18
O 1.782 0.348 -2.185 -0.06
H 0.629 0.471 0.823 0.07
H -1.612 0.136 2.613 -0.03
H -0.132 0.495 -1.820 0.07
H 0.639 -1.157 -1.365 0.08

=====

No. 2
7
Properties=species:S:1:pos:R:3:lowdin_charge:R:1 method="wB97M-V/def2-TZVPD" total_charge=0 relative_energy_kj_mol=481.9 lumo_ev="-2.12 / -2.07" homo_lumo_gap_ev="6.34 / 6.40" e_homo_ev="-8.46 / -8.47"
C -0.078 -0.325 0.115 -0.64
N -0.054 0.212 -1.079 -0.04
S -2.095 1.756 1.462 -0.03
S 1.454 -0.779 0.898 0.63
H -0.931 0.474 -1.663 0.15
H 0.800 0.469 -1.404 0.03
H 0.904 -1.807 1.672 -0.11

=====

No. 3
11
Properties=species:S:1:pos:R:3:lowdin_charge:R:1 method="wB97M-V/def2-TZVPD" total_charge=-1 relative_energy_kj_mol=20.5 lumo_ev=4.09 homo_lumo_gap_ev=6.94 e_homo_ev=-2.85
C 0.836 -0.928 -1.034 -0.68
S -0.082 0.129 0.152 0.15
H 1.904 -0.912 -0.890 -0.02
H 0.605 -0.601 -2.059 -0.02
H 0.519 -1.980 -0.971 -0.01
H 0.109 -1.371 3.158 0.00
H -0.003 -1.573 1.673 -0.11
O 0.241 -2.056 2.498 -0.17
H -0.723 1.880 -1.983 -0.03
H -0.444 3.144 -1.203 0.01
O -0.960 2.815 -1.944 -0.12

=====

No. 4
7
Properties=species:S:1:pos:R:3:lowdin_charge:R:1 method="wB97M-V/def2-TZVPD" total_charge=0 relative_energy_kj_mol=405.1 lumo_ev=0.69 homo_lumo_gap_ev=10.51 e_homo_ev=-9.82
C 2.443 -0.372 -0.032 -0.07
C 1.271 -0.192 0.106 -0.07
C -0.818 0.186 0.046 -0.09
N -1.503 -0.813 -0.008 0.09
H 3.481 -0.545 -0.081 -0.01
H -0.877 1.255 0.090 0.07
H -2.519 -0.766 -0.038 0.08

=====

No. 5
30
Properties=species:S:1:pos:R:3:lowdin_charge:R:1 method="wB97M-V/def2-TZVPD" total_charge=0 relative_energy_kj_mol=88.4 s2=2.030 lumo_ev="0.79 / -2.49" homo_lumo_gap_ev="5.22 / 6.33" e_homo_ev="-4.43 / -8.82" spin_multiplicity=3
C -1.237 -0.797 3.395 -0.10
C 0.132 -0.664 3.248 -0.07
C -2.071 -0.516 2.327 -0.08
C 0.665 -0.256 2.038 -0.02
C -1.543 -0.112 1.114 -0.05
C -0.169 0.028 0.967 -0.16
C 2.259 -1.161 -1.131 0.07
C 0.976 -0.869 -0.991 -0.30
C -0.112 -1.816 -1.406 -0.03
C 0.075 1.397 -2.536 -0.06
C 0.440 0.396 -0.366 -0.39
N -1.117 2.124 -0.597 0.07
N -0.517 1.016 -1.255 -0.22
O 1.521 1.482 -0.088 -0.04
H -1.655 -1.118 4.339 0.10
H 0.790 -0.886 4.076 0.10
H -3.142 -0.610 2.439 0.10
H 1.733 -0.150 1.924 0.12
H -2.191 0.110 0.284 0.10
H 3.059 -0.510 -0.815 0.06
H 2.566 -2.096 -1.568 0.07
H -0.854 -1.296 -2.006 0.08
H 0.298 -2.650 -1.969 0.08
H -0.622 -2.203 -0.523 0.09
H -0.728 1.717 -3.201 0.08
H 0.795 2.221 -2.437 0.09
H 0.577 0.539 -2.981 0.08
H -1.764 2.563 -1.245 0.09
H -0.401 2.807 -0.332 0.09
H 2.238 1.308 -0.703 0.05